DFT (the ωB97M-V functional and the def2-TZVPD basis) results for a molecular structure, C18H28AsF6IrN8O4.

Geometry as ORCA input:
```
! wB97M-V def2-TZVPD RIJCOSX def2/J DEFGRID3
* xyz 1 2
Ir -0.28 -0.04 -0.63
C -1.35 0.64 -3.32
C -0.98 -0.84 -3.33
N -1.21 -1.41 -1.99
C -2.59 -1.84 -1.67
C -2.81 -1.63 -0.20
N -2.25 -0.33 0.22
C -2.99 0.91 -0.03
C -2.87 1.32 -1.47
N -1.46 1.15 -1.91
H -2.27 0.87 -3.85
H -0.55 1.18 -3.82
H 0.07 -0.95 -3.55
H -1.52 -1.42 -4.09
H -0.58 -2.23 -1.90
H -2.71 -2.90 -1.89
H -3.30 -1.30 -2.30
H -2.27 -2.39 0.36
H -3.87 -1.70 0.06
H -2.09 -0.40 1.22
H -2.52 1.68 0.59
H -4.03 0.82 0.27
H -3.19 2.36 -1.57
H -3.52 0.73 -2.12
H -0.96 2.03 -1.83
C -1.79 2.63 3.65
C -0.47 3.26 3.20
C 0.64 2.26 2.77
C 1.92 3.03 2.42
C 3.06 2.11 1.97
C 0.90 1.32 3.96
O 1.50 1.69 4.93
N 0.38 0.03 3.88
C -0.29 -0.51 2.81
O -0.87 -1.57 2.84
N -0.30 0.27 1.67
C 0.15 1.49 1.58
O 0.10 1.96 0.41
H -2.51 3.41 3.89
H -1.66 2.02 4.54
H -2.23 2.00 2.87
H -0.06 3.85 4.02
H -0.64 3.94 2.36
H 2.22 3.58 3.31
H 1.68 3.74 1.64
H 3.35 1.42 2.77
H 3.93 2.70 1.71
H 2.78 1.52 1.09
H 0.48 -0.56 4.70
N 3.00 -2.59 0.37
C 2.42 -1.54 -0.18
O 1.30 -1.12 0.29
C 3.09 -0.85 -1.26
C 4.41 -1.09 -1.70
N 5.50 -1.29 -2.00
C 2.17 -0.01 -1.78
N 1.13 0.52 -1.99
H 3.80 -3.02 -0.07
H 2.48 -3.12 1.05
F 0.98 -2.74 -1.92
As 1.54 -3.74 -3.32
F 2.04 -4.63 -4.68
F 1.04 -5.13 -2.44
F -0.09 -3.56 -3.93
F 3.09 -3.78 -2.57
F 1.94 -2.22 -4.08
*
```

* ⟨S²⟩: 0.76
* max |F|: 0.0637 hartree/bohr
* energy above the lowest of the compared OMol25 structures with the same formula, charge and spin: 137.2 kJ/mol